{"formula": "C6H8ErLiO6", "method": "ωB97M-V with the def2-TZVPD basis set", "symbols": ["Er", "O", "O", "O", "O", "O", "O", "C", "C", "C", "C", "C", "C", "Li", "H", "H", "H", "H", "H", "H", "H", "H"], "positions_angstrom": [[-2.17, -0.43, 0.30], [1.02, -1.44, 1.16], [1.10, 0.16, 2.74], [2.41, 0.25, 0.92], [0.01, 0.70, -2.47], [-1.42, -0.77, -1.65], [-0.48, 1.05, 0.60], [1.81, -1.80, 0.01], [1.43, -0.26, 1.64], [2.57, -0.50, -0.29], [-0.47, -0.58, -2.46], [-0.60, 1.78, -1.76], [-0.07, 2.00, -0.35], [-0.27, 1.48, 2.41], [-0.38, 2.68, -2.36], [2.46, -2.63, 0.29], [-0.38, 3.03, -0.08], [1.14, -2.09, -0.80], [1.03, 2.04, -0.39], [-1.70, 1.66, -1.74], [2.12, 0.07, -1.11], [3.64, -0.65, -0.47]], "mulliken_charge": [0.5537, -0.2660, -0.8838, -0.3261, -0.1476, -0.2286, -0.3264, -0.2993, 1.1075, -0.1234, -0.3036, -0.8631, -0.0794, 0.8295, 0.3789, 0.2684, 0.3765, 0.2371, 0.2791, 0.3569, 0.1132, 0.3466], "de_lowest_kcal_mol": 0.0, "gap_ha": [0.2438, 0.2341], "s_squared": 6.003, "fmax_ha_per_bohr": 0.0600, "homo_ev": [-10.74, -11.39], "total_charge": 1, "multiplicity": 5, "lumo_ev": [-4.104, -5.018], "total_energy_ev": -46455.2922}

{"formula": "C5H6N", "method": "ωB97M-V with the def2-TZVPD basis set", "symbols": ["N", "C", "C", "C", "C", "C", "H", "H", "H", "H", "H", "H"], "positions_angstrom": [[0.05, -0.28, -0.14], [-0.91, -0.05, 0.84], [-0.35, 2.48, -1.28], [0.51, 1.67, -1.31], [0.55, -0.68, -1.25], [1.08, 0.61, -0.76], [-1.91, -0.63, 0.81], [-0.40, 0.08, 1.73], [2.07, 0.67, -0.18], [0.51, -1.19, -2.09], [-1.16, 0.92, 0.59], [-1.37, 2.82, -1.14]], "mulliken_charge": [0.0184, -0.5813, -0.2490, -0.2839, 0.1144, -0.0670, 0.3150, 0.3444, 0.3515, 0.4485, 0.2481, 0.3409], "de_lowest_kcal_mol": 146.6, "gap_ha": 0.3564, "smiles": "C#C[C@@H]1C=[N+]1C", "fmax_ha_per_bohr": 0.1343, "homo_ev": -15.18, "total_charge": 1, "multiplicity": 1, "lumo_ev": -5.482, "total_energy_ev": -6758.8185}